53
Properties=species:S:1:pos:R:3:lowdin_charge:R:1 method="wB97M-V/def2-TZVPD" spin_multiplicity=2 e_lumo_ev="-8.91 / -8.70" homo_lumo_gap_ha="0.206 / 0.214" total_charge=+2
Mo -1.6712 0.0527 -0.2684 2.069
O -0.6872 3.9211 -1.3424 0.274
C -0.7824 2.7737 -0.7822 -0.372
O -1.6607 1.9358 -1.0917 -0.022
C 0.1875 2.4252 0.2679 -0.156
C 1.2114 3.2283 0.7164 0.091
C 2.0753 2.6972 1.6729 0.057
C 1.8995 1.3915 2.0975 0.075
C 0.8404 0.6544 1.5845 -0.136
N -0.0174 1.1787 0.7192 0.061
C 0.4818 -0.7640 1.9410 -0.436
O 1.3424 -1.5322 2.5308 0.203
O -0.6539 -1.1159 1.6724 0.053
H -1.3542 4.0598 -2.0429 0.196
H 1.3357 4.2291 0.3260 0.151
H 2.8861 3.2960 2.0654 0.144
H 2.5687 0.9464 2.8207 0.149
H 2.2496 -1.3485 2.1934 0.122
C -5.1923 1.1640 1.1281 -0.016
C -4.0919 0.4111 1.8312 -0.364
C -3.5984 1.0146 3.1216 -0.019
O -2.9296 0.3711 0.8872 -0.319
H -6.0770 1.1316 1.7649 0.113
H -5.4472 0.7010 0.1768 0.087
H -4.9210 2.2093 0.9789 0.097
H -4.3271 -0.6487 1.9377 0.154
H -3.3113 2.0575 2.9826 0.095
H -2.7672 0.4459 3.5359 0.089
H -4.4156 0.9850 3.8425 0.110
F 6.1999 -1.8707 -3.6290 0.148
C 5.3873 -1.6591 -2.6127 -0.180
C 4.0665 -1.7664 -2.7406 0.082
N 3.2131 -1.5444 -1.6577 0.013
C 1.7813 -1.6785 -1.7900 -0.012
C 1.0880 -0.3430 -1.6402 -0.457
O 1.5698 0.7419 -1.7415 0.183
O -0.2454 -0.4736 -1.3539 -0.242
C 3.6921 -1.1980 -0.4278 -0.421
O 2.9203 -0.9611 0.5133 0.034
N 5.0372 -1.0956 -0.3211 0.242
C 6.0077 -1.2965 -1.3346 -0.357
O 7.1729 -1.1727 -1.1078 0.177
H 3.6049 -2.0338 -3.6799 0.156
H 1.3791 -2.3667 -1.0458 0.155
H 1.5351 -2.0811 -2.7734 0.159
H 5.4108 -0.8529 0.5872 0.180
F -2.9039 -0.4576 -1.7517 -0.412
Sb -3.4052 -2.5275 -1.5846 1.543
F -4.5036 -2.3543 -3.0470 -0.271
F -4.6602 -1.8381 -0.3942 -0.294
F -3.5508 -4.2747 -1.0442 -0.268
F -2.1138 -2.0342 -0.1066 -0.408
F -1.8556 -2.7334 -2.5844 -0.299

36
Properties=species:S:1:pos:R:3:nbo_charge:R:1 method="wB97M-V/def2-TZVPD" smiles="C[C@H](SCc1ccccc1)C(=O)Nc1ccc(F)cc1" e_lumo_ev=0.56 homo_lumo_gap_ha=0.332
C -0.9473 -1.4460 2.1296 -0.611
C -0.9938 -0.5393 0.9052 -0.420
S -1.2897 -1.4972 -0.6343 0.163
C -3.1029 -1.7569 -0.5237 -0.524
C -3.8363 -0.4600 -0.4480 -0.077
C -3.8630 0.3923 -1.5465 -0.145
C -4.5135 1.6092 -1.4713 -0.219
C -5.1415 1.9904 -0.2966 -0.210
C -5.1150 1.1503 0.8026 -0.205
C -4.4617 -0.0677 0.7293 -0.212
C 0.3117 0.2411 0.7872 0.684
O 0.3905 1.3944 1.1424 -0.596
N 1.3360 -0.5124 0.3089 -0.606
C 2.6677 -0.1505 0.0943 0.135
C 3.1754 1.0979 0.4456 -0.218
C 4.5080 1.3898 0.2221 -0.262
C 5.3248 0.4319 -0.3494 0.374
F 6.6275 0.7167 -0.5649 -0.327
C 4.8422 -0.8142 -0.7077 -0.268
C 3.5103 -1.1000 -0.4832 -0.216
H -0.1540 -2.1849 2.0337 0.212
H -1.8929 -1.9684 2.2568 0.211
H -0.7627 -0.8469 3.0194 0.224
H -1.8098 0.1828 0.9908 0.255
H -3.3379 -2.3025 -1.4374 0.242
H -3.2990 -2.3931 0.3392 0.221
H -3.3620 0.0964 -2.4570 0.207
H -4.5290 2.2634 -2.3302 0.215
H -5.6477 2.9423 -0.2375 0.215
H -5.5988 1.4438 1.7224 0.215
H -4.4438 -0.7213 1.5908 0.209
H 1.0975 -1.4448 -0.0056 0.404
H 2.5239 1.8322 0.8879 0.259
H 4.9154 2.3521 0.4878 0.231
H 5.5032 -1.5401 -1.1537 0.231
H 3.1162 -2.0674 -0.7594 0.209

37
Properties=species:S:1:pos:R:3:nbo_charge:R:1 method="wB97M-V/def2-TZVPD" smiles="CC1(C)CC(=O)c2c(NCc3ccco3)sc(C#N)c2C1" e_lumo_ev=0.48 homo_lumo_gap_ha=0.322
C 2.7021 -0.8391 -3.7791 -0.600
C 2.0598 -0.4803 -2.4247 -0.027
C 2.7337 -1.2912 -1.3579 -0.616
C 0.5868 -0.9408 -2.4682 -0.499
C -0.2354 -0.5294 -1.2414 0.583
O -1.3674 -0.9949 -1.0940 -0.588
C 0.2232 0.5842 -0.4147 -0.338
C -0.2923 1.0166 0.7613 0.170
N -1.3925 0.4667 1.3535 -0.583
C -1.7929 0.7408 2.7535 -0.253
C -2.8678 -0.2090 3.1575 0.259
C -4.0207 0.1580 3.8377 -0.290
C -4.8187 -1.0213 3.9520 -0.308
C -4.1066 -2.0292 3.3061 0.083
O -2.9352 -1.5182 2.7684 -0.406
S 0.6758 2.3328 1.4905 0.394
C 1.6889 2.3581 0.0547 -0.374
C 2.6202 3.4273 -0.0841 0.258
N 3.3390 4.3281 -0.1715 -0.309
C 1.3858 1.3744 -0.8577 0.122
C 2.1313 1.0430 -2.1194 -0.449
H 2.1776 -0.3177 -4.5870 0.209
H 3.7740 -0.5966 -3.7940 0.215
H 2.6007 -1.9211 -3.9583 0.212
H 3.7976 -1.0244 -1.2617 0.213
H 2.2579 -1.1536 -0.3893 0.214
H 2.6605 -2.3256 -1.6393 0.211
H 0.5820 -2.0661 -2.5107 0.238
H 0.1135 -0.5198 -3.3652 0.238
H -1.7435 -0.3594 0.8792 0.448
H -0.8824 0.6038 3.3403 0.202
H -2.0761 1.7719 2.9295 0.224
H -4.2672 1.1491 4.2333 0.230
H -5.7668 -1.1081 4.4695 0.234
H -4.4397 -3.0644 3.1923 0.216
H 3.1669 1.3339 -1.9994 0.233
H 1.7281 1.6217 -2.9617 0.233

39
Properties=species:S:1:pos:R:3:nbo_charge:R:1 method="wB97M-V/def2-TZVPD" smiles="CSc1ccc(S(=O)(=O)Nc2ccc3c(c2)CC(=O)N3C)cc1" e_lumo_ev=-0.28 homo_lumo_gap_ha=0.275
C -5.1836 -4.0314 2.5591 -0.769
S -4.6797 -2.4456 3.2345 0.251
C -3.6513 -1.9386 1.8745 -0.134
C -4.1424 -1.5159 0.6468 -0.237
C -3.2671 -1.3189 -0.3624 -0.116
C -1.9331 -1.4500 -0.2062 -0.358
S -0.8802 -1.5153 -1.6229 2.299
O -1.4722 -1.8700 -2.8528 -0.922
O 0.4292 -2.0885 -1.3747 -0.922
N -0.5525 0.1391 -1.9127 -0.844
C 0.5817 0.8803 -1.5629 0.156
C 1.1182 1.7808 -2.4562 -0.241
C 2.2304 2.6124 -2.2155 -0.255
C 2.8206 2.4706 -0.9498 0.162
C 2.1155 1.5774 0.0191 -0.004
C 1.2466 0.6633 -0.3557 -0.217
C 2.8096 1.5418 1.2933 -0.532
C 4.0246 2.3740 0.9470 0.689
O 5.0656 2.3891 1.6853 -0.618
N 3.9403 3.0045 -0.2659 -0.425
C 5.0548 3.6999 -0.9632 -0.422
C -1.4154 -1.7192 1.0795 -0.163
C -2.2543 -2.0889 2.0481 -0.215
H -4.4448 -4.6521 1.9583 0.229
H -5.9103 -3.8582 1.7298 0.215
H -5.5495 -4.6614 3.3763 0.240
H -5.2177 -1.7169 0.5059 0.234
H -3.6020 -1.1667 -1.3477 0.228
H -0.6664 0.1277 -2.8886 0.398
H 0.6614 1.8274 -3.4250 0.206
H 2.6111 3.2984 -2.9855 0.227
H 0.9271 0.0354 0.4226 0.209
H 2.3583 1.9791 2.1416 0.255
H 2.9059 0.5225 1.6747 0.256
H 4.6381 4.4882 -1.6557 0.209
H 5.7073 3.1000 -1.6272 0.210
H 5.7741 4.1702 -0.2263 0.247
H -0.3962 -1.9518 1.2105 0.234
H -1.8018 -2.6924 2.8500 0.237

43
Properties=species:S:1:pos:R:3:nbo_charge:R:1 method="wB97M-V/def2-TZVPD" spin_multiplicity=2 e_lumo_ev="-0.26 / -0.15" homo_lumo_gap_ha="0.288 / 0.295"
Ti 1.5908 -0.1566 -0.2412 0.859
Cl 2.7676 1.8947 0.1388 0.158
C 1.6613 3.1593 -0.4034 -0.086
C 1.8264 4.4218 0.1263 -0.223
C 0.9255 5.4072 -0.2387 -0.206
C -0.1169 5.0997 -1.0990 -0.203
C -0.2435 3.8192 -1.6135 -0.084
Cl -1.5958 3.4965 -2.6548 0.016
C 0.6609 2.7968 -1.2996 -0.116
S 0.5902 1.1892 -2.0083 -0.242
H 2.6361 4.6246 0.8151 0.239
H 1.0273 6.4086 0.1579 0.229
H -0.8433 5.8523 -1.3758 0.234
S 3.0235 -1.1453 1.3987 -0.151
C 3.8005 -1.8341 -0.0064 -0.175
S 3.0652 -1.3943 -1.5343 -0.086
C 4.9081 -2.6186 0.0780 -0.403
C 5.4867 -2.9424 1.3554 0.294
N 5.9475 -3.1977 2.3784 -0.317
C 5.5311 -3.1593 -1.1013 0.292
N 6.0281 -3.5951 -2.0433 -0.316
C -2.7068 -4.4139 1.0613 -0.601
C -2.1432 -3.0151 0.8207 -0.418
C -1.9072 -2.7792 -0.6650 -0.583
S -1.0728 -1.2454 -1.0726 1.272
O 0.0948 -1.2650 -0.0271 -0.933
C -2.2747 -0.0284 -0.4645 -0.582
C -1.7992 0.7730 0.7378 -0.401
C -2.8241 1.8480 1.0923 -0.603
H -2.9294 -4.5631 2.1170 0.225
H -1.9893 -5.1791 0.7593 0.215
H -3.6288 -4.5761 0.4984 0.204
H -1.1998 -2.8965 1.3509 0.236
H -2.8343 -2.2669 1.2173 0.200
H -2.8317 -2.7575 -1.2493 0.237
H -1.2612 -3.5515 -1.0883 0.252
H -3.1900 -0.5738 -0.2305 0.232
H -2.4474 0.6271 -1.3199 0.261
H -0.8528 1.2564 0.4984 0.206
H -1.6273 0.1104 1.5849 0.218
H -2.9906 2.5207 0.2470 0.216
H -2.4771 2.4444 1.9365 0.225
H -3.7844 1.4051 1.3665 0.207

37
Properties=species:S:1:pos:R:3:nbo_charge:R:1 method="wB97M-V/def2-TZVPD" smiles=OCCN(Cc1ccccc1)Cc1ccc(Cl)cc1Cl e_lumo_ev=0.69 homo_lumo_gap_ha=0.353
O -2.0860 -0.0793 -2.4204 -0.726
C -0.7908 0.3463 -2.0872 -0.074
C 0.1006 -0.7615 -1.5002 -0.256
N 0.0797 -0.8209 -0.0461 -0.458
C -1.1448 -1.3976 0.4871 -0.231
C -2.2218 -0.3574 0.6681 -0.063
C -1.8969 0.8971 1.1703 -0.205
C -2.8765 1.8557 1.3519 -0.199
C -4.1967 1.5692 1.0441 -0.213
C -4.5325 0.3185 0.5572 -0.217
C -3.5497 -0.6395 0.3676 -0.193
C 1.2863 -1.4422 0.4689 -0.237
C 2.4871 -0.5433 0.3281 -0.073
C 2.3398 0.8330 0.2039 -0.133
C 3.4304 1.6737 0.0891 -0.253
C 4.7060 1.1318 0.1018 -0.022
Cl 6.0826 2.1615 -0.0452 0.014
C 4.8919 -0.2340 0.2346 -0.253
C 3.7817 -1.0551 0.3490 -0.014
Cl 4.0454 -2.7544 0.5313 0.009
H -2.5774 -0.2552 -1.6066 0.475
H -0.8216 1.1946 -1.3917 0.170
H -0.3551 0.6845 -3.0304 0.184
H 1.1297 -0.5592 -1.8019 0.211
H -0.2059 -1.7212 -1.9511 0.183
H -1.5191 -2.2196 -0.1463 0.182
H -0.9317 -1.8213 1.4744 0.213
H -0.8671 1.1098 1.4147 0.221
H -2.6115 2.8290 1.7383 0.215
H -4.9614 2.3179 1.1867 0.216
H -5.5600 0.0860 0.3202 0.216
H -3.8191 -1.6173 -0.0089 0.208
H 1.1481 -1.6417 1.5371 0.217
H 1.4965 -2.4086 -0.0200 0.193
H 1.3403 1.2367 0.1902 0.224
H 3.2955 2.7388 -0.0091 0.229
H 5.8843 -0.6550 0.2501 0.240

Total energy: -2467.91429 -1247.37298 -1277.45015 -1750.82068 -4167.29546 -1670.26906 (a.u.)
Energy above the lowest of the compared OMol25 structures with the same formula, charge and spin: 52.3 14.5 243.4 302.5 69.8 8.4 (kJ/mol)